A structure of composition C62H88F9O4P2RbSeSi3. Source: OMol25; level of theory: ωB97M-V/def2-TZVPD.

Calculated values
HOMO-LUMO gap: 0.197 hartree
DFT total energy: -206593.131 eV
LUMO energy: 3.292 eV
energy relative to the best compared isomer or geometry (same formula, charge and spin): 0.000 eV
E_HOMO: -2.07 eV
net charge: -2

Geometry as XYZ:
```
170
Properties=species:S:1:pos:R:3:forces:R:3:mulliken_charge:R:1
Rb 0.97111 0.01792 -0.38447 -0.929 0.499 -0.495 1.02
C -2.41819 4.66012 5.14823 0.133 0.019 0.057 -1.50
C -0.91639 4.60482 5.44373 -0.106 0.029 0.082 2.41
C -0.68829 3.78082 6.71693 -0.052 0.147 -0.066 -1.58
C -0.43699 6.03822 5.70603 -0.073 -0.297 -0.074 -2.40
C -0.18849 3.92722 4.29303 0.111 0.332 -0.050 0.14
C -0.48179 2.61042 3.94843 0.121 -0.065 -0.138 0.06
C 0.25641 1.97192 2.98443 0.077 0.044 -0.097 0.59
Se -0.01039 0.12272 2.57793 -0.302 -0.204 1.002 -0.54
C -1.92909 0.04772 2.62753 0.570 0.049 -0.068 0.13
C -2.61279 -0.08188 3.81183 -0.048 -0.031 -0.006 -0.62
C -4.00229 -0.07738 3.82893 -0.182 0.016 0.079 0.07
C -4.64359 0.03942 2.59653 0.003 -0.056 0.233 -0.54
C -3.98889 0.13632 1.38233 -0.047 -0.022 -0.355 -0.82
C -2.55269 0.16292 1.34763 0.165 -0.057 0.379 -0.10
O -1.82699 0.27692 0.30973 -0.164 0.080 -0.691 0.11
C -4.77239 0.29762 0.08143 -0.059 0.063 -0.108 2.83
C -4.55389 1.72862 -0.42757 0.067 -0.094 0.041 -1.51
C -4.24509 -0.68568 -0.96937 0.061 0.134 0.049 -1.51
C -6.28129 0.06122 0.23793 0.331 0.064 0.025 -2.45
C -4.73549 -0.19188 5.15913 -0.050 -0.026 0.102 2.21
C -4.27519 0.93902 6.09003 -0.115 -0.155 -0.072 -1.79
C -4.39419 -1.54468 5.80123 -0.088 0.201 -0.011 -1.74
C -6.25819 -0.09278 5.02213 0.293 -0.022 -0.020 -2.43
C 1.35911 2.56112 2.28133 -0.574 0.263 0.721 0.15
O 2.04441 1.82582 1.49943 0.697 -0.396 -0.752 -0.56
C 1.57571 3.94172 2.57953 0.029 -0.122 -0.258 -0.58
C 0.82321 4.54562 3.57473 -0.289 -0.021 0.337 -0.50
C 2.65111 4.81662 1.93583 0.108 0.044 -0.074 2.72
C 3.74701 5.08992 2.98033 -0.127 -0.026 -0.207 -1.86
C 2.05111 6.15452 1.46663 0.134 -0.167 0.127 -1.93
C 3.30041 4.15892 0.72083 0.015 0.073 0.099 -1.89
H -2.96849 5.02262 6.01683 -0.118 0.058 0.117 0.46
H -2.79429 3.67822 4.88273 -0.125 -0.175 -0.031 0.04
H -2.60669 5.32872 4.31263 -0.070 0.084 -0.162 0.35
H -1.20269 4.23032 7.56623 -0.091 0.055 0.157 0.47
H 0.37371 3.72342 6.94113 0.173 -0.022 0.046 0.31
H -1.05739 2.76902 6.58613 -0.063 -0.187 0.024 0.22
H -0.99349 6.45932 6.54513 -0.039 0.033 0.052 0.46
H -0.60869 6.66542 4.83263 0.026 0.105 -0.058 0.40
H 0.62301 6.06122 5.95263 0.116 0.038 0.021 0.38
H -1.28129 2.06332 4.43233 -0.039 0.019 0.083 -0.35
H -2.04079 -0.17698 4.72703 0.018 -0.010 0.049 0.48
H -5.72109 0.05912 2.59183 -0.163 -0.028 -0.028 0.56
H -3.48729 1.91042 -0.51937 0.118 0.087 -0.055 0.17
H -4.96929 2.45412 0.27213 -0.060 0.048 0.078 0.32
H -5.02069 1.87132 -1.40287 -0.053 0.033 -0.121 0.43
H -3.17559 -0.53588 -1.08237 0.033 -0.098 -0.077 0.01
H -4.72889 -0.51438 -1.93077 -0.131 -0.019 -0.130 0.51
H -4.43109 -1.71238 -0.65707 -0.056 -0.195 0.030 0.36
H -6.74269 0.81742 0.87013 -0.097 0.074 0.113 0.37
H -6.47769 -0.92118 0.66293 -0.081 -0.140 0.072 0.43
H -6.75809 0.10992 -0.74077 -0.018 0.022 -0.117 0.46
H -3.20149 0.89682 6.24433 0.167 0.048 0.061 0.27
H -4.76459 0.86102 7.06133 -0.060 0.010 0.158 0.55
H -4.51749 1.90592 5.65273 -0.003 0.114 -0.028 0.29
H -3.32089 -1.63928 5.93533 0.147 -0.071 0.048 0.23
H -4.72849 -2.35938 5.16133 -0.025 -0.107 -0.071 0.33
H -4.87479 -1.64698 6.77513 -0.062 -0.030 0.149 0.47
H -6.54529 0.85952 4.58103 -0.081 0.093 -0.080 0.42
H -6.72059 -0.16508 6.00733 -0.032 -0.012 0.086 0.44
H -6.64879 -0.89808 4.40433 -0.095 -0.082 -0.106 0.43
H 1.05771 5.56872 3.82073 0.041 0.149 0.030 0.20
H 3.37311 5.71092 3.78993 -0.076 0.081 0.157 0.35
H 4.59321 5.59742 2.51883 0.182 0.118 -0.045 0.49
H 4.08751 4.15062 3.40883 0.111 -0.129 0.040 0.32
H 1.64231 6.72652 2.29523 -0.064 0.101 0.065 0.39
H 1.25111 5.98202 0.74913 -0.058 -0.025 -0.087 0.28
H 2.82261 6.76212 0.99343 0.106 0.078 -0.106 0.48
H 3.72421 3.20322 1.00483 0.036 -0.063 -0.123 0.13
H 4.08631 4.80182 0.31983 0.049 0.187 -0.060 0.56
H 2.55681 3.99012 -0.05607 0.018 -0.090 -0.089 0.02
C -0.03169 3.30612 -1.95487 -0.151 -0.019 0.223 0.33
O 1.04241 3.16772 -2.83027 0.436 0.150 0.151 -0.64
Si 0.97291 2.63832 -4.39967 0.006 -0.908 -1.287 0.19
C -0.07379 3.92832 -5.39177 0.116 -0.432 0.550 -1.21
C 2.75121 3.09802 -4.94057 -0.473 -0.410 0.000 -1.21
C 0.48421 0.85442 -4.67167 -0.091 0.291 -0.171 1.67
Si 1.53001 -0.22448 -5.77427 -0.303 0.464 0.303 0.05
C 3.37031 -0.44238 -5.23607 -0.456 0.160 -0.087 -0.68
C 0.96661 -2.05468 -5.94447 0.001 0.532 0.095 -0.74
C 1.63021 0.39552 -7.60107 0.011 -0.240 0.576 -1.29
Si -1.33749 0.41012 -4.57087 0.399 0.182 -0.303 -0.57
C -1.70489 -1.30018 -3.78827 0.165 0.519 -0.246 -0.37
C -2.17529 0.41842 -6.31537 0.269 -0.133 0.613 -1.22
C -2.47869 1.57072 -3.56567 0.568 -0.219 -0.238 -0.14
H -0.80529 3.95252 -2.38267 -0.124 -0.022 0.107 0.35
H 0.33241 3.75422 -1.02787 -0.088 0.011 0.077 -0.06
H -0.47269 2.33492 -1.71977 -0.191 0.020 0.090 -0.47
H 0.15041 4.95302 -5.10227 0.125 0.181 0.124 0.26
H -1.14049 3.77812 -5.26227 -0.269 -0.039 0.020 0.34
H 0.13091 3.83302 -6.45437 0.114 -0.140 -0.210 0.30
H 3.10451 4.00432 -4.46157 -0.096 0.257 0.189 0.37
H 2.77951 3.25242 -6.01417 0.016 0.031 -0.321 0.34
H 3.45871 2.31282 -4.71547 0.272 -0.244 0.104 0.14
H 3.44911 -0.52138 -4.15587 -0.045 0.015 0.308 -0.46
H 3.97571 0.39942 -5.55177 0.178 0.242 -0.053 0.59
H 3.81811 -1.33728 -5.65957 0.007 -0.251 -0.211 0.52
H 0.93181 -2.54318 -4.97657 -0.044 -0.113 0.309 -0.26
H 1.64071 -2.63158 -6.57377 0.229 0.054 -0.164 0.42
H -0.02339 -2.12488 -6.37997 -0.317 -0.029 -0.096 0.40
H 2.03351 1.40192 -7.62807 0.123 0.303 0.033 0.30
H 0.63821 0.43902 -8.03777 -0.317 0.006 -0.030 0.30
H 2.24421 -0.22538 -8.24777 0.220 -0.229 -0.086 0.34
H -1.29679 -2.11758 -4.36757 0.187 -0.261 -0.178 0.44
H -2.77369 -1.46598 -3.69607 -0.312 0.048 0.014 0.46
H -1.27929 -1.35258 -2.78877 0.066 0.028 0.146 -0.46
H -1.70369 -0.30218 -6.97427 0.162 -0.216 -0.230 0.29
H -2.06469 1.39792 -6.77017 0.094 0.266 -0.066 0.32
H -3.23649 0.18962 -6.27457 -0.278 -0.099 0.083 0.29
H -2.28529 1.47652 -2.50447 0.016 -0.045 0.313 -0.66
H -3.52329 1.31702 -3.72587 -0.169 -0.176 -0.118 0.44
H -2.35169 2.61252 -3.83647 0.024 0.286 -0.054 0.32
F -1.22999 -9.97108 -1.02147 -0.015 0.269 0.245 -0.30
C -0.87849 -9.23778 -2.09407 -0.097 -1.036 -0.390 0.82
F -1.84809 -9.45688 -3.01607 -0.016 0.351 0.037 -0.27
F 0.21721 -9.86068 -2.60507 0.084 0.351 0.074 -0.27
C -0.65139 -7.79808 -1.80207 0.159 0.664 0.118 0.38
C -0.37869 -6.92188 -2.86357 -0.178 -0.722 0.398 -1.32
C -0.12379 -5.59718 -2.60277 -0.035 0.409 0.271 -0.38
C -0.12519 -5.09898 -1.29237 -0.151 -0.625 0.005 0.24
C -0.41159 -5.98488 -0.24507 0.048 0.681 -0.274 0.14
C -0.67259 -7.31418 -0.49247 -0.119 -0.640 -0.599 -1.07
P 0.42261 -3.35398 -1.08467 -0.037 -0.204 0.268 0.86
C 0.24331 -3.23618 0.73873 0.056 0.296 0.023 0.18
C -1.06879 -3.16568 1.21083 0.081 0.058 -0.161 -0.65
C -1.33969 -3.15068 2.56593 0.170 -0.058 0.217 -1.05
C -0.27949 -3.20048 3.46513 0.074 -0.145 -0.145 0.55
C 1.03381 -3.16528 3.00933 -0.262 -0.057 0.168 -0.80
C 1.29391 -3.16688 1.65083 -0.013 -0.018 -0.117 -0.32
C -0.53389 -3.32688 4.93563 -0.051 -0.147 0.638 0.59
F -0.56129 -2.17148 5.61303 -0.004 0.255 -0.200 -0.20
F 0.41761 -4.07398 5.54943 0.254 -0.064 -0.174 -0.33
F -1.69629 -3.95168 5.21583 -0.212 0.037 -0.280 -0.30
C 2.18981 -3.77828 -1.31537 0.376 -0.219 -0.220 0.71
C 2.83921 -4.76038 -0.55947 -0.351 0.374 -0.206 -0.45
C 4.15081 -5.08658 -0.81217 0.536 0.059 -0.275 -1.39
C 4.83311 -4.45678 -1.85437 -0.571 0.201 0.044 0.09
C 4.17661 -3.51678 -2.65237 0.595 -0.504 0.156 -0.48
C 2.86731 -3.18698 -2.38457 -0.411 0.001 0.385 -0.66
C 6.26681 -4.76028 -2.11387 0.995 -0.040 -0.271 0.84
F 7.08591 -3.70148 -1.88387 -0.306 0.114 0.051 -0.25
F 6.76371 -5.75608 -1.35567 -0.277 -0.129 0.175 -0.31
F 6.52311 -5.11858 -3.39457 -0.335 0.047 -0.013 -0.29
H -0.37429 -7.30248 -3.87567 0.024 0.039 -0.067 0.40
H 0.09251 -4.91888 -3.41687 0.008 0.045 -0.127 0.47
H -0.43579 -5.62668 0.77313 0.034 0.022 0.072 0.28
H -0.89469 -7.98798 0.32283 0.014 -0.013 0.034 0.49
H -1.88299 -3.13028 0.49863 -0.131 0.050 0.001 0.39
H -2.35799 -3.10348 2.92343 -0.058 0.010 0.001 0.26
H 1.84491 -3.14448 3.72353 0.044 0.020 -0.017 0.39
H 2.31661 -3.11508 1.30543 0.035 0.005 -0.016 0.49
H 2.30381 -5.26608 0.23133 -0.010 -0.049 0.062 0.61
H 4.65681 -5.82838 -0.21367 0.029 -0.068 0.052 0.51
H 4.70231 -3.05428 -3.47427 0.024 0.105 -0.097 0.48
H 2.36311 -2.44968 -2.99357 -0.009 0.105 -0.026 0.49
C 3.71791 1.64022 -1.62157 0.090 -0.566 0.321 0.45
P 4.36641 0.16292 -0.79027 1.747 1.087 -0.194 0.77
C 5.06121 0.70412 0.80773 -0.359 -0.288 -0.512 -1.15
C 5.84871 -0.31678 -1.77197 -0.558 0.066 0.322 -1.14
O 3.39891 -0.94618 -0.66117 -0.221 -0.863 0.084 -0.15
H 4.48501 2.40672 -1.68717 0.070 0.121 0.015 0.61
H 2.87851 2.02402 -1.04777 -0.008 0.167 0.054 -0.66
H 3.37321 1.38262 -2.62097 -0.047 -0.069 -0.071 -0.58
H 5.71021 1.56512 0.67693 0.058 0.139 -0.013 0.43
H 5.62441 -0.11748 1.24973 -0.009 -0.057 -0.017 0.51
H 4.21161 0.96042 1.43803 -0.123 0.140 0.154 -0.07
H 6.57251 0.49302 -1.83097 0.010 0.118 0.023 0.44
H 5.53261 -0.58958 -2.77547 -0.034 -0.016 -0.144 0.24
H 6.31211 -1.18198 -1.30177 0.019 -0.072 0.032 0.28
```
Positions in Å, forces in eV/Å.